This record from OMol25 describes C18H31N5O3S in the gas phase. The level of theory is ωB97M-V/def2-TZVPD.

## Properties
- ΔE to the lowest compared entry with this formula, charge and spin (kcal/mol) = 3.1
- multiplicity = 1
- Kohn-Sham gap (eV) = 8.9

Last columns: bonded neighbours and bond lengths (Å).
Atoms and positions in Å:
1 C -2.32437 -1.98002 -1.48873  C2 1.522, H28 1.090, H29 1.091, H30 1.091
2 C -3.41472 -0.92132 -1.56469  C1 1.522, N3 1.461, H31 1.092, H32 1.104
3 N -2.95506 0.44373 -1.31829  C2 1.461, C4 1.457, C27 1.451
4 C -4.09346 1.35198 -1.29420  N3 1.457, C5 1.522, H33 1.092, H34 1.106
5 C -3.65523 2.79671 -1.10336  C4 1.522, C6 1.528, H35 1.094, H36 1.091
6 C -2.80888 2.95089 0.15949  C5 1.528, C7 1.511, H37 1.091, H38 1.094
7 C -1.66532 1.96693 0.08172  C6 1.511, O8 1.439, C27 1.519, H39 1.096
8 O -0.89543 2.08111 1.29249  C7 1.439, N9 1.382
9 N 0.32141 1.44436 1.13987  O8 1.382, C10 1.371, H40 1.009
10 C 0.50819 0.19710 1.67679  N9 1.371, O11 1.213, C12 1.519
11 O -0.40234 -0.49094 2.08796  C10 1.213
12 C 1.94529 -0.28525 1.57460  C10 1.519, C13 1.534, C23 1.551, H41 1.094
13 C 1.95339 -1.47369 0.60399  C12 1.534, N14 1.456, H42 1.089, H43 1.089
14 N 1.69802 -1.05755 -0.76792  C13 1.456, C15 1.350, H44 1.007
15 C 2.66904 -0.43809 -1.47200  N14 1.350, O16 1.219, C17 1.527
16 O 3.77150 -0.20922 -1.00537  C15 1.219
17 C 2.37059 -0.01144 -2.90788  C15 1.527, C18 1.495, H45 1.090, H46 1.091
18 C 1.01777 -0.29493 -3.47879  C17 1.495, C19 1.368, S22 1.693
19 C 0.63129 -1.35395 -4.25313  C18 1.368, N20 1.362, H47 1.080
20 N -0.66346 -1.30787 -4.67279  C19 1.362, N21 1.278
21 N -1.30583 -0.28457 -4.25478  N20 1.278, S22 1.671
22 S -0.34217 0.69850 -3.30821  C18 1.693, N21 1.671
23 C 2.56035 -0.60062 2.96342  C12 1.551, C24 1.530, C25 1.531, C26 1.532
24 C 1.99457 -1.88705 3.56927  C23 1.530, H48 1.092, H49 1.092, H50 1.089
25 C 2.27097 0.57185 3.90501  C23 1.531, H51 1.094, H52 1.092, H53 1.091
26 C 4.07843 -0.73331 2.80747  C23 1.532, H54 1.092, H55 1.092, H56 1.090
27 C -2.18307 0.55013 -0.09375  N3 1.451, C7 1.519, H57 1.104, H58 1.087
28 H -2.71491 -2.92638 -1.86311  C1 1.090
29 H -1.46783 -1.71334 -2.11039  C1 1.091
30 H -1.98308 -2.14552 -0.46598  C1 1.091
31 H -3.86058 -0.93338 -2.56151  C2 1.092
32 H -4.21200 -1.18758 -0.84830  C2 1.104
33 H -4.63686 1.24302 -2.23506  C4 1.092
34 H -4.79009 1.07402 -0.48085  C4 1.106
35 H -3.07495 3.11178 -1.97532  C5 1.094
36 H -4.53533 3.43941 -1.05001  C5 1.091
37 H -2.42966 3.96877 0.26365  C6 1.091
38 H -3.40828 2.72573 1.04689  C6 1.094
39 H -1.01472 2.22321 -0.76194  C7 1.096
40 H 1.09514 2.09111 1.10653  N9 1.009
41 H 2.56116 0.49971 1.12561  C12 1.094
42 H 2.92390 -1.96619 0.63077  C13 1.089
43 H 1.18481 -2.18972 0.88991  C13 1.089
44 H 0.79559 -1.21835 -1.18480  N14 1.007
45 H 2.59619 1.05429 -2.95265  C17 1.090
46 H 3.12844 -0.50460 -3.51845  C17 1.091
47 H 1.25617 -2.17961 -4.55876  C19 1.080
48 H 2.25593 -2.76126 2.96932  C24 1.092
49 H 2.42165 -2.03653 4.56321  C24 1.092
50 H 0.91021 -1.84075 3.65857  C24 1.089
51 H 2.64186 1.51216 3.48718  C25 1.094
52 H 1.20176 0.67616 4.09943  C25 1.092
53 H 2.77091 0.41632 4.86262  C25 1.091
54 H 4.51368 0.17979 2.39636  C26 1.092
55 H 4.53425 -0.91926 3.78206  C26 1.092
56 H 4.35593 -1.55836 2.15082  C26 1.090
57 H -2.76361 0.27256 0.80306  C27 1.104
58 H -1.33714 -0.13070 -0.14705  C27 1.087